1.
# C64H112N16

A cluster of 16 separate species, C64H112N16 in total (the ωB97M-V functional and the def2-TZVPD basis, the Open Molecules 2025 dataset).

```
! wB97M-V def2-TZVPD RIJCOSX def2/J DEFGRID3
* xyz 0 1
C 3.100 -2.424 8.388
C 1.879 -2.008 7.593
C 2.186 -1.322 6.255
C 2.915 -0.014 6.446
N 3.435 0.993 6.631
H 3.663 -3.106 7.795
H 2.822 -2.935 9.299
H 3.739 -1.605 8.606
H 1.288 -1.338 8.190
H 1.241 -2.942 7.293
H 1.226 -1.115 5.715
H 2.750 -2.017 5.686
C -4.189 -1.673 -0.726
C -5.529 -0.923 -0.751
C -5.481 0.565 -1.065
C -5.189 0.862 -2.535
N -5.114 1.029 -3.681
H -3.666 -1.678 -1.745
H -4.321 -2.638 -0.325
H -3.572 -1.114 0.053
H -5.921 -0.902 0.299
H -6.222 -1.510 -1.364
H -4.820 1.081 -0.365
H -6.500 0.918 -0.857
C -2.547 2.763 -4.609
C -2.064 2.299 -3.230
C -0.667 2.813 -2.887
C -0.731 4.250 -2.742
N -0.817 5.416 -2.734
H -3.425 2.221 -5.041
H -1.778 2.765 -5.342
H -2.800 3.780 -4.575
H -2.087 1.185 -3.332
H -2.747 2.641 -2.422
H 0.070 2.553 -3.612
H -0.398 2.381 -1.895
C -4.525 3.770 4.642
C -3.506 3.991 3.611
C -2.592 2.758 3.386
C -3.322 1.595 2.920
N -3.991 0.719 2.583
H -5.282 3.069 4.315
H -5.213 4.614 4.781
H -4.144 3.317 5.632
H -2.842 4.797 3.979
H -4.061 4.259 2.679
H -2.163 2.494 4.359
H -1.725 3.014 2.812
C 5.123 1.975 -3.155
C 4.096 0.860 -2.983
C 2.963 1.209 -1.971
C 3.459 1.768 -0.729
N 3.996 2.080 0.261
H 6.076 1.582 -3.543
H 5.381 2.358 -2.139
H 4.732 2.740 -3.820
H 4.610 0.011 -2.551
H 3.726 0.522 -3.983
H 2.429 0.315 -1.653
H 2.254 1.862 -2.455
C -1.473 -6.814 5.715
C -0.872 -7.030 4.336
C 0.402 -6.212 4.106
C 1.086 -6.439 2.763
N 1.621 -6.683 1.765
H -1.720 -5.764 5.889
H -0.858 -7.165 6.515
H -2.409 -7.349 5.832
H -1.661 -6.625 3.674
H -0.761 -8.086 4.141
H 1.126 -6.493 4.884
H 0.169 -5.140 4.070
C -1.836 -0.892 -8.114
C -2.754 -0.065 -7.196
C -3.888 -0.825 -6.459
C -3.290 -1.799 -5.560
N -2.833 -2.493 -4.737
H -2.385 -1.382 -8.887
H -1.522 -1.750 -7.494
H -0.888 -0.473 -8.477
H -3.361 0.583 -7.845
H -2.136 0.548 -6.533
H -4.484 -1.279 -7.260
H -4.504 -0.117 -5.948
C 3.881 2.165 -7.583
C 3.079 3.067 -6.577
C 1.600 2.684 -6.564
C 1.300 1.423 -5.872
N 1.226 0.410 -5.353
H 4.776 2.672 -7.895
H 3.331 2.155 -8.536
H 3.999 1.193 -7.123
H 3.031 4.127 -6.894
H 3.504 2.945 -5.531
H 1.288 2.631 -7.622
H 1.008 3.527 -6.193
C -0.296 -7.796 -1.022
C -1.337 -6.890 -1.698
C -1.118 -5.473 -1.081
C -1.584 -5.285 0.259
N -1.729 -5.148 1.371
H -0.504 -7.961 0.025
H 0.676 -7.415 -1.150
H -0.374 -8.839 -1.408
H -2.374 -7.184 -1.690
H -1.080 -6.798 -2.753
H -1.672 -4.739 -1.677
H -0.043 -5.344 -0.990
C -0.762 7.330 2.603
C -1.435 6.965 1.349
C -0.452 6.460 0.285
C 0.066 5.122 0.591
N 0.278 4.035 0.908
H -0.559 6.462 3.262
H -1.341 8.064 3.131
H 0.155 7.829 2.295
H -1.898 7.818 0.932
H -2.236 6.191 1.420
H 0.420 7.117 0.129
H -0.949 6.391 -0.727
C 1.724 -3.411 -5.212
C 0.635 -3.709 -4.323
C 0.167 -2.501 -3.391
C 1.210 -1.956 -2.545
N 2.041 -1.677 -1.781
H 1.614 -2.581 -5.889
H 2.002 -4.259 -5.804
H 2.694 -3.130 -4.731
H 0.995 -4.524 -3.686
H -0.264 -3.887 -4.933
H -0.562 -2.719 -2.649
H -0.219 -1.758 -4.054
C 4.726 6.532 -1.884
C 4.276 5.306 -1.020
C 2.738 5.146 -1.264
C 2.543 4.639 -2.623
N 2.347 4.390 -3.726
H 5.811 6.484 -1.964
H 4.375 7.471 -1.502
H 4.385 6.366 -2.919
H 4.502 5.441 0.057
H 4.710 4.322 -1.139
H 2.187 6.075 -1.173
H 2.264 4.403 -0.613
C 0.530 0.308 1.386
C -0.197 -0.817 0.648
C -1.308 -1.564 1.370
C -0.813 -2.077 2.672
N -0.260 -2.379 3.648
H -0.231 1.087 1.660
H 1.307 0.818 0.725
H 1.015 0.007 2.318
H 0.525 -1.541 0.383
H -0.588 -0.564 -0.348
H -1.779 -2.382 0.823
H -2.142 -0.833 1.600
C 5.207 -2.322 2.306
C 4.209 -3.075 1.398
C 2.840 -3.324 1.998
C 2.866 -3.703 3.353
N 3.039 -4.110 4.429
H 6.123 -2.075 1.799
H 5.527 -2.913 3.174
H 4.798 -1.433 2.697
H 4.713 -3.986 1.122
H 4.079 -2.421 0.509
H 2.304 -4.128 1.496
H 2.124 -2.515 2.014
C 0.791 4.299 4.252
C 2.298 4.006 4.287
C 2.972 4.260 2.915
C 2.809 5.612 2.424
N 2.480 6.588 2.008
H 0.687 5.404 4.435
H 0.427 3.839 5.146
H 0.211 3.975 3.439
H 2.405 2.967 4.428
H 2.756 4.602 5.064
H 2.520 3.551 2.136
H 4.066 4.190 3.006
C -3.770 -3.377 4.726
C -4.781 -2.962 3.681
C -4.492 -3.499 2.309
C -5.045 -4.854 2.162
N -5.315 -5.954 1.962
H -4.136 -3.004 5.660
H -2.757 -3.013 4.490
H -3.686 -4.480 4.803
H -4.806 -1.843 3.567
H -5.832 -3.293 3.797
H -3.419 -3.733 2.109
H -5.025 -2.897 1.581
*
```

Highest occupied orbital energy (eV): -10.826
ΔE to the lowest compared entry with this formula, charge and spin (kcal/mol): 102.8
E_tot (a.u.): -3381.71075

Atom charges from the Löwdin analysis, given in e for atoms 1 to 99: atom 1 (C): -0.11, atom 2 (C): -0.27, atom 3 (C): -0.20, atom 4 (C): -0.21, atom 5 (N): 0.13, atom 6 (H): 0.06, atom 7 (H): 0.07, atom 8 (H): 0.06, atom 9 (H): 0.09, atom 10 (H): 0.14, atom 11 (H): 0.10, atom 12 (H): 0.05, atom 13 (C): -0.10, atom 14 (C): -0.27, atom 15 (C): -0.17, atom 16 (C): -0.16, atom 17 (N): 0.16, atom 18 (H): 0.09, atom 19 (H): 0.03, atom 20 (H): 0.06, atom 21 (H): 0.11, atom 22 (H): 0.12, atom 23 (H): 0.10, atom 24 (H): 0.12, atom 25 (C): -0.11, atom 26 (C): -0.25, atom 27 (C): -0.19, atom 28 (C): -0.23, atom 29 (N): 0.18, atom 30 (H): 0.06, atom 31 (H): 0.05, atom 32 (H): 0.05, atom 33 (H): 0.11, atom 34 (H): 0.11, atom 35 (H): 0.07, atom 36 (H): 0.12, atom 37 (C): -0.15, atom 38 (C): -0.27, atom 39 (C): -0.18, atom 40 (C): -0.21, atom 41 (N): 0.17, atom 42 (H): 0.06, atom 43 (H): 0.08, atom 44 (H): 0.12, atom 45 (H): 0.11, atom 46 (H): 0.13, atom 47 (H): 0.13, atom 48 (H): 0.07, atom 49 (C): -0.11, atom 50 (C): -0.23, atom 51 (C): -0.19, atom 52 (C): -0.24, atom 53 (N): 0.18, atom 54 (H): 0.08, atom 55 (H): 0.07, atom 56 (H): 0.04, atom 57 (H): 0.10, atom 58 (H): 0.10, atom 59 (H): 0.04, atom 60 (H): 0.08, atom 61 (C): -0.12, atom 62 (C): -0.27, atom 63 (C): -0.18, atom 64 (C): -0.21, atom 65 (N): 0.14, atom 66 (H): 0.07, atom 67 (H): 0.06, atom 68 (H): 0.07, atom 69 (H): 0.09, atom 70 (H): 0.11, atom 71 (H): 0.12, atom 72 (H): 0.08, atom 73 (C): -0.10, atom 74 (C): -0.25, atom 75 (C): -0.18, atom 76 (C): -0.20, atom 77 (N): 0.16, atom 78 (H): 0.06, atom 79 (H): 0.06, atom 80 (H): 0.08, atom 81 (H): 0.11, atom 82 (H): 0.09, atom 83 (H): 0.13, atom 84 (H): 0.07, atom 85 (C): -0.08, atom 86 (C): -0.26, atom 87 (C): -0.22, atom 88 (C): -0.22, atom 89 (N): 0.18, atom 90 (H): 0.06, atom 91 (H): 0.07, atom 92 (H): 0.07, atom 93 (H): 0.11, atom 94 (H): 0.08, atom 95 (H): 0.12, atom 96 (H): 0.10, atom 97 (C): -0.11, atom 98 (C): -0.21, atom 99 (C): -0.18


2.
# C64H124Cl18N6O6

A structure of composition C64H124Cl18N6O6 (the ωB97M-V functional and the def2-TZVPD basis, the Open Molecules 2025 dataset).

```
! wB97M-V def2-TZVPD RIJCOSX def2/J DEFGRID3
* xyz 0 7
C -5.011 -8.398 1.343
C -4.326 -8.052 2.752
C -4.400 -6.460 2.889
C -5.752 -5.895 3.392
C -6.119 -6.619 4.722
C -6.201 -8.198 4.662
N -5.021 -8.762 3.883
O -4.855 -10.171 3.980
C -6.252 -8.582 6.143
C -7.533 -8.667 4.096
C -2.798 -8.415 2.636
H -6.056 -8.088 1.314
H -5.076 -9.483 1.260
H -4.400 -7.925 0.575
H -3.721 -6.125 3.673
H -4.173 -5.986 1.934
H -6.518 -6.074 2.637
H -5.663 -4.809 3.428
H -6.975 -6.189 5.242
H -5.266 -6.413 5.370
H -5.327 -8.250 6.616
H -7.085 -8.133 6.683
H -6.430 -9.618 6.428
H -7.546 -9.714 3.794
H -8.388 -8.546 4.762
H -7.801 -8.304 3.104
H -2.257 -8.240 3.566
H -2.380 -7.878 1.784
H -2.658 -9.491 2.542
C 8.382 0.946 8.930
C 7.189 1.159 9.815
C 5.926 0.850 8.959
C 5.646 -0.640 8.728
C 5.498 -1.339 10.106
C 6.726 -1.094 11.018
N 7.209 0.321 11.045
O 8.366 0.519 11.975
C 6.113 -1.456 12.409
C 7.789 -2.203 10.708
C 7.088 2.684 10.218
H 8.253 -0.095 8.632
H 9.295 1.156 9.486
H 8.360 1.523 8.005
H 5.060 1.329 9.416
H 6.141 1.245 7.966
H 6.294 -1.132 8.002
H 4.686 -0.840 8.251
H 5.418 -2.397 9.858
H 4.510 -1.185 10.540
H 5.421 -2.294 12.323
H 6.961 -1.639 13.068
H 5.583 -0.615 12.857
H 8.642 -2.255 11.385
H 7.498 -3.230 10.485
H 8.285 -2.020 9.755
H 6.982 3.393 9.397
H 7.879 3.036 10.882
H 6.181 2.806 10.810
C 3.213 1.143 0.066
C 1.958 0.856 0.934
C 2.199 1.669 2.233
C 1.051 1.782 3.186
C -0.128 2.294 2.464
C -0.555 1.496 1.223
N 0.716 1.322 0.369
O 0.514 0.846 -0.969
C -1.249 0.179 1.588
C -1.486 2.333 0.385
C 1.863 -0.640 1.241
H 3.332 0.435 -0.754
H 4.186 1.142 0.556
H 3.015 2.077 -0.459
H 3.174 1.439 2.661
H 2.396 2.723 2.041
H 1.343 2.385 4.046
H 0.918 0.804 3.648
H -0.058 3.380 2.403
H -0.953 2.310 3.177
H -0.726 -0.410 2.341
H -2.269 0.311 1.951
H -1.392 -0.474 0.727
H -2.240 2.845 0.983
H -0.910 3.156 -0.039
H -1.921 1.796 -0.458
H 1.513 -1.361 0.502
H 1.348 -0.846 2.179
H 2.822 -1.143 1.366
C -6.393 6.007 -9.112
C -6.593 4.761 -8.143
C -8.082 4.785 -7.692
C -8.493 3.532 -6.836
C -8.168 2.315 -7.654
C -6.742 2.196 -8.259
N -6.374 3.485 -8.822
O -5.045 3.425 -9.511
C -5.808 1.566 -7.242
C -6.865 1.112 -9.370
C -5.583 4.992 -6.988
H -6.864 6.890 -8.680
H -6.966 5.823 -10.020
H -5.334 6.182 -9.299
H -8.288 5.678 -7.102
H -8.731 4.742 -8.567
H -9.525 3.573 -6.487
H -7.964 3.628 -5.887
H -8.881 2.242 -8.475
H -8.370 1.343 -7.204
H -4.842 1.373 -7.709
H -5.449 2.208 -6.438
H -6.251 0.640 -6.876
H -6.010 0.713 -9.915
H -7.424 0.218 -9.097
H -7.389 1.489 -10.249
H -5.866 4.383 -6.130
H -5.605 6.032 -6.661
H -4.597 4.848 -7.430
C 6.087 7.224 -9.693
C 5.915 5.840 -9.025
C 7.224 5.839 -8.048
C 7.142 4.974 -6.791
C 5.843 5.376 -6.092
C 4.602 5.077 -6.937
N 4.673 5.888 -8.233
O 3.358 5.895 -8.987
C 4.395 3.565 -7.132
C 3.456 5.568 -6.010
C 6.140 4.736 -10.008
H 6.157 8.138 -9.103
H 5.259 7.328 -10.394
H 6.955 7.188 -10.352
H 8.070 5.673 -8.714
H 7.374 6.891 -7.806
H 8.012 5.278 -6.209
H 7.273 3.982 -7.222
H 5.942 6.375 -5.667
H 5.708 4.733 -5.223
H 5.037 2.923 -7.734
H 4.420 3.145 -6.126
H 3.365 3.349 -7.415
H 3.264 4.964 -5.122
H 3.735 6.573 -5.694
H 2.466 5.667 -6.457
H 6.982 4.994 -10.651
H 5.390 4.522 -10.770
H 6.412 3.719 -9.728
C 1.152 -7.422 -7.067
C 0.261 -7.545 -5.783
C 0.694 -6.446 -4.780
C 0.107 -5.110 -5.069
C -1.443 -5.142 -5.367
C -1.956 -6.240 -6.339
N -1.164 -7.490 -6.068
O -1.689 -8.693 -6.678
C -3.461 -6.376 -6.067
C -1.645 -5.612 -7.697
C 0.656 -8.832 -4.983
H 2.127 -7.907 -7.114
H 1.246 -6.428 -7.504
H 0.635 -7.847 -7.928
H 0.689 -6.747 -3.733
H 1.779 -6.382 -4.859
H 0.531 -4.764 -6.012
H 0.338 -4.389 -4.284
H -1.685 -4.095 -5.554
H -1.999 -5.315 -4.446
H -3.930 -5.400 -6.198
H -3.987 -7.136 -6.646
H -3.630 -6.705 -5.042
H -0.626 -5.252 -7.839
H -1.727 -6.379 -8.467
H -2.272 -4.817 -8.100
H 1.597 -8.683 -4.454
H 0.540 -9.718 -5.607
H -0.067 -8.862 -4.167
Cl 7.988 5.207 2.882
C 7.261 6.422 1.632
C 6.158 7.265 2.217
Cl 5.748 8.529 1.012
H 6.953 5.907 0.722
H 8.014 7.135 1.297
H 6.423 7.906 3.058
H 5.228 6.837 2.592
Cl 1.953 3.431 12.922
C 0.748 4.585 12.532
C 0.885 4.964 11.047
Cl -0.352 6.012 10.402
H 0.831 5.461 13.175
H -0.219 4.084 12.574
H 1.170 4.206 10.317
H 1.724 5.659 11.026
Cl 4.481 -6.548 3.412
C 5.658 -7.794 2.939
C 6.830 -7.340 2.040
Cl 6.213 -7.121 0.345
H 5.285 -8.779 2.660
H 6.077 -8.039 3.915
H 7.733 -7.948 1.994
H 7.193 -6.337 2.266
C -1.672 10.649 2.134
Cl -2.119 9.415 0.929
Cl -1.912 10.167 3.819
Cl -2.479 12.208 1.928
H -0.608 10.825 1.981
C -8.092 9.559 2.313
Cl -7.173 8.025 2.017
Cl -9.802 9.235 2.499
Cl -7.857 10.705 1.024
H -7.607 10.077 3.140
C -3.611 0.375 9.576
Cl -1.926 0.171 9.211
Cl -4.334 -0.969 8.771
Cl -4.230 2.012 9.099
H -3.756 0.283 10.652
C -9.797 -0.701 -1.077
Cl -10.661 -1.833 0.012
Cl -8.240 -0.225 -0.299
Cl -10.737 0.805 -1.485
H -9.658 -1.256 -2.006
*
```

Highest occupied orbital energy (alpha / beta) (eV): -8.608 / -9.719
E_tot (a.u.): -11575.59820
<S²>: 12.032

Atom charges from the Löwdin analysis, given in e for atoms 1 to 99: atom 1 (C): -0.02, atom 2 (C): -0.42, atom 3 (C): -0.14, atom 4 (C): -0.18, atom 5 (C): -0.12, atom 6 (C): -0.46, atom 7 (N): -0.05, atom 8 (O): -0.05, atom 9 (C): -0.06, atom 10 (C): -0.05, atom 11 (C): -0.04, atom 12 (H): 0.06, atom 13 (H): 0.08, atom 14 (H): 0.08, atom 15 (H): 0.11, atom 16 (H): 0.11, atom 17 (H): 0.09, atom 18 (H): 0.11, atom 19 (H): 0.12, atom 20 (H): 0.10, atom 21 (H): 0.08, atom 22 (H): 0.08, atom 23 (H): 0.09, atom 24 (H): 0.08, atom 25 (H): 0.09, atom 26 (H): 0.07, atom 27 (H): 0.08, atom 28 (H): 0.08, atom 29 (H): 0.07, atom 30 (C): -0.04, atom 31 (C): -0.51, atom 32 (C): -0.13, atom 33 (C): -0.18, atom 34 (C): -0.15, atom 35 (C): -0.46, atom 36 (N): -0.01, atom 37 (O): -0.04, atom 38 (C): -0.05, atom 39 (C): -0.03, atom 40 (C): -0.03, atom 41 (H): 0.07, atom 42 (H): 0.09, atom 43 (H): 0.09, atom 44 (H): 0.12, atom 45 (H): 0.12, atom 46 (H): 0.11, atom 47 (H): 0.10, atom 48 (H): 0.11, atom 49 (H): 0.12, atom 50 (H): 0.08, atom 51 (H): 0.07, atom 52 (H): 0.08, atom 53 (H): 0.08, atom 54 (H): 0.08, atom 55 (H): 0.06, atom 56 (H): 0.08, atom 57 (H): 0.08, atom 58 (H): 0.07, atom 59 (C): -0.03, atom 60 (C): -0.50, atom 61 (C): -0.15, atom 62 (C): -0.22, atom 63 (C): -0.16, atom 64 (C): -0.46, atom 65 (N): -0.05, atom 66 (O): -0.04, atom 67 (C): -0.03, atom 68 (C): -0.05, atom 69 (C): -0.03, atom 70 (H): 0.08, atom 71 (H): 0.08, atom 72 (H): 0.08, atom 73 (H): 0.12, atom 74 (H): 0.12, atom 75 (H): 0.12, atom 76 (H): 0.11, atom 77 (H): 0.13, atom 78 (H): 0.12, atom 79 (H): 0.07, atom 80 (H): 0.09, atom 81 (H): 0.09, atom 82 (H): 0.09, atom 83 (H): 0.09, atom 84 (H): 0.09, atom 85 (H): 0.09, atom 86 (H): 0.06, atom 87 (H): 0.08, atom 88 (C): -0.03, atom 89 (C): -0.49, atom 90 (C): -0.12, atom 91 (C): -0.17, atom 92 (C): -0.16, atom 93 (C): -0.51, atom 94 (N): -0.02, atom 95 (O): -0.03, atom 96 (C): -0.04, atom 97 (C): -0.05, atom 98 (C): -0.03, atom 99 (H): 0.08


Max |F|, respectively: 0.10821 0.12715 Eh/bohr.